1.
{"formula": "C31H88O23S13", "method": "ωB97M-V/def2-TZVPD", "spin_multiplicity": 1, "homo_ev": -3.820, "total_charge": 0, "species": ["S", "S", "S", "S", "S", "S", "S", "S", "S", "S", "S", "S", "S", "O", "O", "O", "O", "O", "O", "O", "O", "O", "O", "O", "O", "O", "O", "O", "O", "O", "O", "O", "O", "O", "O", "O", "C", "C", "C", "C", "C", "C", "C", "C", "C", "C", "C", "C", "C", "C", "C", "C", "C", "C", "C", "C", "C", "C", "C", "C", "C", "C", "C", "C", "C", "C", "C", "H", "H", "H", "H", "H", "H", "H", "H", "H", "H", "H", "H", "H", "H", "H", "H", "H", "H", "H", "H", "H", "H", "H", "H", "H", "H", "H", "H", "H", "H", "H", "H", "H", "H", "H", "H", "H", "H", "H", "H", "H", "H", "H", "H", "H", "H", "H", "H", "H", "H", "H", "H", "H", "H", "H", "H", "H", "H", "H", "H", "H", "H", "H", "H", "H", "H", "H", "H", "H", "H", "H", "H", "H", "H", "H", "H", "H", "H", "H", "H", "H", "H", "H", "H", "H", "H", "H", "H"], "xyz": [[-0.3660, -4.4254, -0.8011], [0.9117, 0.4409, 4.7315], [1.6935, 6.4813, 3.2493], [0.1492, -2.3263, 1.4764], [-2.4285, 2.8819, 0.7540], [5.5993, 0.7776, 1.4188], [-2.4714, 1.9161, -4.3729], [2.4767, 1.8434, -2.1630], [3.1120, -1.3252, -1.2129], [-0.9146, -0.3236, -1.4028], [-3.6358, -3.3746, -0.0897], [1.1568, -1.9630, -5.0415], [-3.2737, -2.3531, -3.5414], [-3.2076, 3.7480, 1.5749], [-2.6885, 3.2955, -0.8011], [0.0624, 1.5958, 4.4985], [0.3824, 6.0577, 2.2461], [-1.5486, -3.4746, -0.8675], [5.4965, 1.0641, -0.0021], [1.2043, -2.3119, 2.5155], [-3.2204, -2.1362, 0.6751], [-2.4123, -1.2677, -4.1691], [4.1180, 1.0782, 2.1486], [2.1085, 0.3709, 3.5978], [6.1634, -0.4726, 1.8657], [2.7808, -0.9219, -2.6522], [0.3997, -0.8902, 5.0668], [-0.9799, 2.7567, 0.9173], [0.0950, -0.2990, -0.0567], [2.9420, 0.4882, -2.7025], [-1.3359, 1.0689, -1.6020], [2.0329, -1.1883, -4.0811], [-3.9301, 1.7530, -4.8643], [2.1145, 7.8467, 2.8509], [2.5947, 5.3400, 3.3358], [-0.2222, -1.0902, -2.4824], [2.3116, 2.7293, 2.4597], [6.5319, 2.0971, 2.1863], [-2.3173, -3.1998, -2.2779], [-1.4388, 5.4082, -1.0815], [-2.6939, 2.4300, -2.6270], [-3.8426, -4.7206, 1.1552], [2.8508, -1.2745, 1.9093], [0.7500, 0.5731, 2.1970], [2.0616, -3.5962, -5.1974], [-0.0702, 3.7596, 2.7381], [-0.0392, -5.1655, -2.5681], [-1.1818, -5.9659, -0.0838], [-2.3344, -1.4047, -0.8787], [-0.6352, -3.9719, 1.4822], [-1.2365, -1.3647, 2.2898], [-0.1509, 0.6443, 0.9127], [-0.0883, -2.5873, -3.7620], [-3.4945, -3.8495, -4.5912], [-5.5049, -3.2015, -0.3037], [2.6017, 0.0834, -0.1065], [1.9113, -2.7461, -0.9200], [2.8045, -0.9043, 3.3316], [0.6902, 6.5781, 4.8106], [0.6256, 1.6760, -2.2053], [2.5312, 3.1091, -3.4791], [-1.7778, 0.2442, -3.9044], [2.1059, 0.8781, 6.1775], [-3.2198, 1.1520, 0.6134], [0.2363, 4.7455, 1.6633], [-2.7585, 4.6601, -1.1562], [3.3832, 2.1562, 1.5274], [-5.9972, -3.3499, 0.6574], [-1.0075, -5.5359, -2.9046], [3.5766, 3.4028, -3.5744], [-1.4509, -5.8540, 0.9665], [3.5248, 0.2434, 0.4506], [0.1380, 1.7822, -1.2362], [-2.5605, -4.3835, -4.7663], [-0.1643, 2.7333, 2.3832], [3.0792, -2.3236, 1.7217], [-3.0300, 3.4614, -2.5200], [-4.4403, -5.5583, 0.7957], [-2.2947, -2.5464, -1.4057], [1.9303, -0.9613, 1.4166], [-0.9192, 4.0522, 3.3559], [0.3004, -4.3189, -3.1648], [-0.6339, -1.6961, -3.4518], [2.6815, -3.5834, -4.3009], [3.9743, 3.0203, 1.2238], [2.7821, 1.7140, 5.9984], [1.8218, 3.8945, -3.2183], [1.1518, 6.8720, 5.7533], [1.6996, 1.8725, 2.7419], [-2.8539, -1.0271, 0.0019], [-1.7753, -2.0393, 2.9552], [0.2048, 2.3691, -2.9338], [0.1577, -4.6420, 1.1500], [-2.0359, -2.4354, -0.6874], [-0.6533, 4.7385, 1.0335], [1.4965, 0.8397, 7.0804], [1.4332, -4.4818, -5.1029], [2.1151, -3.5885, -1.5810], [-1.1998, 0.5116, 1.1776], [0.7914, -5.8710, -2.5505], [-0.6950, 0.3394, -3.9850], [2.3603, -1.7239, 3.8965], [0.3143, 0.6642, -2.4650], [0.8536, -2.5037, -1.0229], [-5.9211, -4.0076, -0.9080], [0.9454, 4.4955, 0.8742], [-2.6887, -4.1669, -1.9388], [-1.3447, -3.5975, -2.5674], [3.7940, -0.7995, 3.7765], [-3.4385, 1.7587, -2.1990], [0.4574, -3.0624, -2.9468], [-3.5768, 5.2224, -0.7063], [-2.9994, -1.4018, -1.7423], [2.7447, -0.0006, 6.2667], [-0.0876, 7.3216, 4.6363], [-1.6379, -4.0686, 1.0659], [7.5795, 1.8005, 2.2374], [-4.1999, -4.5424, -4.1326], [-1.8469, 2.3581, -1.9447], [2.7398, -3.6452, -6.0492], [-1.8850, -0.0426, -2.8583], [2.0999, -3.1036, 0.0923], [-2.0711, -6.1938, -0.6714], [0.2597, 1.3250, 2.8152], [2.5822, 3.1580, 3.4247], [0.6697, -0.4344, 2.6053], [-0.1476, 1.6138, 0.4144], [-1.0657, -0.6375, 3.0835], [1.6702, -0.2085, 0.3783], [-3.5607, 0.8531, 1.6047], [-5.8807, -2.2150, -0.5753], [3.7769, -0.8511, 1.5202], [-4.2599, -4.1675, 1.9966], [-3.8464, -3.5164, -5.5675], [-2.3066, -0.4520, -4.5555], [2.2216, 2.9147, -4.5059], [-1.2278, 6.3447, -1.5977], [-0.7424, 4.7393, -1.5874], [1.7341, 3.4477, 1.8780], [2.8225, 1.9032, 0.6276], [2.4125, 1.1008, -0.4487], [-0.7108, -4.2672, 2.5287], [1.7973, 0.8717, 2.1514], [-0.4386, -6.7632, -0.0735], [0.2292, 5.5955, 4.9104], [-2.8477, -5.1145, 1.3631], [-4.0838, 1.1579, -0.0511], [-2.5163, 0.3889, 0.2807], [-3.0231, 4.6329, -2.2133], [0.8764, 3.7696, 3.2784], [-1.0209, 5.4307, -0.0751], [6.4077, 2.8299, 1.3891], [-1.8998, -0.8759, 1.5763], [6.1694, 2.4169, 3.1633], [-0.9595, -3.0353, -4.2399]]}

2.
{"formula": "C6H11N", "method": "ωB97M-V/def2-TZVPD", "spin_multiplicity": 1, "homo_ev": -8.500, "total_charge": 0, "species": ["N", "C", "C", "C", "C", "C", "C", "H", "H", "H", "H", "H", "H", "H", "H", "H", "H", "H"], "xyz": [[-1.0411, 0.1931, -0.1379], [0.1081, -0.4123, -0.1185], [1.1949, 0.5160, -0.2875], [2.4592, 0.4093, 0.1123], [0.2695, -1.9062, -0.0074], [0.1034, 2.1334, -0.3651], [-2.2694, -0.4706, 0.2538], [1.2984, -2.2112, -0.1879], [0.6116, 2.6115, 0.4686], [-2.2513, -0.8167, 1.2934], [3.1697, 1.2117, -0.0725], [2.8431, -0.4449, 0.6693], [-0.0171, -2.2226, 1.0005], [0.4195, 2.5011, -1.3371], [-2.4804, -1.3249, -0.3980], [-0.9454, 2.4221, -0.3207], [-3.0925, 0.2404, 0.1493], [-0.3802, -2.4292, -0.7144]]}

3.
{"formula": "C16H19BN6SSn", "method": "ωB97M-V/def2-TZVPD", "spin_multiplicity": 1, "homo_ev": -6.919, "total_charge": 0, "species": ["Sn", "S", "N", "N", "N", "N", "N", "N", "C", "C", "C", "C", "C", "C", "C", "C", "C", "C", "C", "C", "C", "C", "C", "C", "B", "H", "H", "H", "H", "H", "H", "H", "H", "H", "H", "H", "H", "H", "H", "H", "H", "H", "H", "H"], "xyz": [[0.0000, 0.0000, 0.0000], [-2.1125, -0.2867, -1.1657], [0.1376, -1.7691, 0.9041], [1.3631, -0.6942, -1.5146], [2.4021, -1.4964, -1.1773], [3.2365, -0.7870, 1.1225], [1.3045, -2.4696, 0.8896], [2.5559, 0.3661, 1.3622], [3.3346, 1.0847, 2.1818], [-0.1998, -3.6906, 2.0144], [2.5486, -1.1515, -3.3780], [-3.2434, 1.3946, 0.7414], [-3.9785, 2.5187, 1.1336], [-4.4547, 3.4168, 0.1727], [4.4332, -0.7926, 1.7828], [1.1176, -3.6351, 1.5574], [4.5386, 0.4031, 2.4846], [3.1332, -1.7879, -2.2833], [-0.3993, 3.8815, -0.0750], [-2.9793, 1.1751, -0.6170], [-3.4567, 2.0761, -1.5765], [-0.7823, -2.4897, 1.5791], [-4.1944, 3.1954, -1.1821], [1.4336, -0.4798, -2.8415], [2.6578, -1.9401, 0.2847], [1.9435, -4.3371, 1.6611], [-0.7148, 3.0793, 0.6181], [5.3664, 0.7359, 3.1108], [-4.1871, 2.6879, 2.1824], [-1.2040, 4.6183, -0.1970], [5.1132, -1.6406, 1.6975], [-4.5704, 3.8838, -1.9288], [3.4293, -2.8759, 0.2937], [4.0121, -2.4268, -2.2074], [-5.0328, 4.2806, 0.4765], [-0.1263, 3.6071, -1.1824], [-3.2707, 1.9013, -2.6289], [3.0031, 2.0697, 2.5185], [2.8759, -1.1798, -4.4161], [-2.8914, 0.6943, 1.4862], [0.5329, 4.3325, 0.2953], [-1.7917, -2.1006, 1.6992], [-0.6736, -4.4900, 2.5814], [0.6777, 0.1289, -3.3385]]}

4.
{"formula": "C2H6P2S4", "method": "ωB97M-V/def2-TZVPD", "spin_multiplicity": 3, "homo_ev": [-7.549, -8.718], "total_charge": 0, "species": ["S", "S", "S", "S", "P", "P", "C", "C", "H", "H", "H", "H", "H", "H"], "xyz": [[-2.4315, 0.7132, 0.9086], [2.0624, -0.3677, 1.0853], [0.0588, 2.4415, -0.4203], [-0.1169, -2.3198, -0.0681], [-0.9533, 0.8247, -0.6375], [0.9232, -0.7587, -0.6156], [-3.0388, -1.0475, 0.8320], [3.0077, 1.1654, 0.7499], [3.8158, 0.9459, 0.1097], [-2.1385, -1.5462, 1.0392], [3.4109, 1.5285, 1.7863], [2.3919, 1.9285, 0.3707], [-3.7002, -1.0269, 1.7532], [-3.4457, -1.1249, -0.1071]]}

5.
{"formula": "C13H16CrN2O5", "method": "ωB97M-V/def2-TZVPD", "spin_multiplicity": 6, "homo_ev": [-2.869, -3.605], "total_charge": -1, "species": ["Cr", "O", "O", "O", "O", "O", "N", "N", "C", "C", "C", "C", "C", "C", "C", "C", "C", "C", "C", "C", "C", "H", "H", "H", "H", "H", "H", "H", "H", "H", "H", "H", "H", "H", "H", "H", "H"], "xyz": [[-0.7776, -0.0010, 0.9019], [-1.1155, 2.1939, 3.8954], [-2.8962, 0.9171, 0.7400], [-1.0420, 0.3133, 2.9710], [-0.5129, 1.8099, 2.1128], [-1.0428, -2.0947, 0.4178], [-0.4958, 0.9395, -1.0732], [1.5219, -0.1988, 0.9062], [3.6996, 0.0662, 1.9304], [2.3639, 0.4164, 1.7500], [-0.0685, 2.2144, -1.2640], [3.3248, -1.6882, 0.3493], [2.0307, -1.1784, 0.1023], [0.1591, 1.9213, -3.5877], [4.1459, -1.0939, 1.3107], [-0.6950, 0.1769, -2.2143], [0.2742, 2.7534, -2.4987], [-0.2638, 0.6058, -3.5071], [-0.4973, 1.3665, 3.2395], [-3.9309, 0.2837, 0.0204], [-1.8576, -3.2410, 0.5364], [-4.8074, 0.9272, 0.0960], [1.9678, 1.1894, 2.3917], [-2.1935, -3.4827, 1.5448], [0.6465, 3.7673, -2.4939], [-0.2616, -0.0839, -4.3381], [1.4163, -1.6868, -0.6260], [3.6467, -2.6136, -0.1051], [-0.9107, -0.8805, -2.1715], [0.6306, 2.2325, -4.5082], [0.0955, 2.8210, -0.3857], [-4.1675, -0.7421, 0.3032], [5.1324, -1.5034, 1.4701], [-1.3079, -4.1273, 0.2196], [-2.8039, -3.1995, -0.0030], [4.3070, 0.6400, 2.6147], [-3.7144, 0.2601, -1.0477]]}

6.
{"formula": "C5H5LiO", "method": "ωB97M-V/def2-TZVPD", "spin_multiplicity": 2, "homo_ev": [-12.173, -12.103], "total_charge": 1, "species": ["O", "C", "C", "C", "C", "C", "Li", "H", "H", "H", "H", "H"], "xyz": [[1.9298, 0.2999, 1.2691], [-1.2165, 0.1265, -0.0524], [-2.4397, 0.5373, 0.2583], [0.9418, -0.5856, -1.3230], [0.0312, -0.1344, -0.3528], [1.3108, -0.5665, 0.6835], [1.6291, 2.1083, 1.2321], [-3.0183, 1.1647, -0.4291], [1.2862, -1.6006, 1.0804], [1.8491, -0.0750, -1.6486], [0.6327, -1.4694, -1.8899], [-2.9361, 0.1950, 1.1725]]}

7.
{"formula": "C3H7N", "method": "ωB97M-V/def2-TZVPD", "spin_multiplicity": 1, "homo_ev": -9.292, "smiles": "C1CNC1", "total_charge": 0, "species": ["N", "C", "C", "C", "H", "H", "H", "H", "H", "H", "H"], "xyz": [[1.0185, 0.2720, -0.5093], [0.5568, -0.5146, 0.7010], [-0.3489, 0.7698, -0.6798], [-0.7621, -0.5353, 0.0117], [-0.6687, 1.5650, -0.0362], [-1.6451, -0.5648, 0.5856], [-0.5924, -1.4012, -0.7450], [0.8396, -1.5280, 0.9706], [1.6363, 1.0047, -0.2825], [0.7010, 0.0599, 1.6753], [-0.7348, 0.8726, -1.6914]]}

8.
{"formula": "C6H8", "method": "ωB97M-V/def2-TZVPD", "spin_multiplicity": 1, "homo_ev": -8.717, "smiles": "C#CCC1CC1", "total_charge": 0, "species": ["C", "C", "C", "C", "C", "C", "H", "H", "H", "H", "H", "H", "H", "H"], "xyz": [[-1.7314, 0.7800, 0.1636], [-0.6970, -0.3685, -0.9346], [0.9918, 0.2157, 1.2276], [1.7293, -1.2459, -0.7357], [-0.2907, 0.6620, 0.0313], [1.6824, -0.6347, 0.3170], [0.0896, 1.5344, -0.5133], [-0.6810, -0.2559, -2.0216], [2.2595, -1.8877, -1.3922], [-2.2362, 1.7664, 0.1067], [-1.0376, -1.3497, -0.6058], [1.5836, 1.0881, 1.5557], [-2.3323, 0.0352, 0.6711], [0.6700, -0.3394, 2.1301]]}

9.
{"formula": "C4H10S", "method": "ωB97M-V/def2-TZVPD", "spin_multiplicity": 1, "homo_ev": -6.167, "total_charge": 0, "species": ["S", "C", "C", "C", "C", "H", "H", "H", "H", "H", "H", "H", "H", "H", "H"], "xyz": [[1.2456, 0.6940, -0.2612], [-1.9614, 0.6768, -0.3084], [-1.4544, -0.8413, -0.6624], [2.2667, -0.4757, 0.7038], [-1.4545, -0.7233, 0.7053], [-1.3697, 1.3506, 0.3242], [-0.5072, -0.7689, -1.2133], [-0.5557, -0.7835, 1.2991], [1.6350, -1.2590, 1.1318], [-1.8499, 1.1069, -1.3071], [2.8059, 0.0546, 1.4808], [-2.2810, -1.3205, -1.2058], [2.9701, -0.9961, 0.0601], [-3.0058, 0.7111, -0.0785], [-2.3468, -1.1451, 1.1732]]}

10.
{"formula": "C5H3N", "method": "ωB97M-V/def2-TZVPD", "spin_multiplicity": 1, "homo_ev": -9.491, "total_charge": 0, "species": ["N", "C", "C", "C", "C", "C", "H", "H", "H"], "xyz": [[-0.9127, -0.8262, -2.6388], [-0.6522, -0.3157, -1.4013], [-0.0910, 0.1410, 1.1068], [1.0180, 0.7227, 1.5889], [-1.0418, -1.1683, -3.8176], [-0.5242, -0.1661, -0.1871], [-0.7072, -0.3747, 1.7122], [1.6410, 1.2663, 0.9543], [1.2701, 0.7211, 2.6826]]}

11.
{"formula": "C4H12", "method": "ωB97M-V/def2-TZVPD", "spin_multiplicity": 2, "homo_ev": [-16.237, -14.850], "total_charge": 1, "species": ["C", "C", "C", "C", "H", "H", "H", "H", "H", "H", "H", "H", "H", "H", "H", "H"], "xyz": [[-0.2794, -1.8437, 1.3161], [1.3837, 1.4373, -0.4042], [0.3641, 1.5061, -1.6351], [-1.4526, -1.1137, 0.7584], [1.0162, 0.8472, 0.3349], [-0.1255, 2.5306, -1.7628], [-0.3677, -2.2202, 2.3556], [0.9089, 1.4876, -2.6485], [2.1752, 1.0750, -1.0594], [-2.3381, -1.8277, 0.7542], [-0.1253, -2.8013, 0.8692], [0.5846, -1.3466, 1.2581], [-0.3665, 0.7042, -1.4476], [-1.6212, -0.1647, 1.4404], [1.6359, 2.4900, -0.0582], [-1.4719, -0.6903, -0.2469]]}

12.
{"formula": "H5O3", "method": "ωB97M-V/def2-TZVPD", "spin_multiplicity": 1, "homo_ev": -3.829, "total_charge": -1, "species": ["O", "O", "O", "H", "H", "H", "H", "H"], "xyz": [[0.0342, -0.2783, -0.1723], [0.0712, -1.1081, 2.2639], [0.0248, 1.4495, -2.2329], [-0.2709, 1.0401, -1.3788], [0.0405, -0.8745, 1.2379], [0.3110, 0.6863, -2.7403], [0.6259, 0.1608, 0.4529], [-0.8367, -1.0759, 2.5696]]}